ORCA calculation (ωB97M-V with the def2-TZVPD basis set) on a 10-piece molecular cluster, C6H34N2O9 overall at a distorted geometry.

Calculated values
LUMO energy (eV): -0.25
SMILES: CNC[C@@H](N)C(C)C.O.O.O.O.O.O.O.O.O
ΔE to the lowest compared entry with this formula, charge and spin (kJ/mol): 427.6
Orbital gap (eV): 8.2
HOMO level (eV): -8.49

Last column: natural (NBO) charge in e.
Element x y z (Å)
N (-0.54899, 1.00529, -0.19524)  -0.891
C (-1.25074, -0.05949, -0.91036)  -0.050
C (-2.77204, 0.33128, -0.93025)  -0.225
C (-3.42130, -0.57463, 0.13392)  -0.602
C (-3.70403, 0.02060, -2.21210)  -0.612
C (-0.48109, -0.41925, -2.28717)  -0.265
N (0.85238, -1.07137, -2.30003)  -0.622
C (0.75910, -2.44406, -1.79768)  -0.425
H (0.45668, 0.90096, -0.35251)  0.375
H (-0.76131, 1.97121, -0.41674)  0.376
H (-1.22242, -0.91587, -0.23790)  0.175
H (-3.03737, 1.34805, -0.77055)  0.207
H (-3.26597, -1.67918, -0.17637)  0.199
H (-4.50610, -0.39917, 0.30844)  0.210
H (-2.88963, -0.32454, 1.05517)  0.204
H (-3.99698, 1.00761, -2.55705)  0.205
H (-4.61548, -0.56236, -1.94971)  0.210
H (-3.13734, -0.35767, -3.04590)  0.208
H (-1.13377, -0.96103, -2.97449)  0.197
H (-0.41226, 0.47878, -2.92346)  0.214
H (1.53929, -0.50308, -1.85404)  0.326
H (0.35971, -3.01367, -2.68134)  0.191
H (0.02289, -2.42436, -0.99552)  0.177
H (1.76104, -2.86571, -1.45746)  0.221
H (2.37866, 0.25473, 1.63328)  0.500
H (2.01001, -0.81399, 0.73114)  0.476
O (2.19476, 0.12821, 0.68437)  -0.996
H (3.65647, -1.51227, -0.01092)  0.465
H (2.79867, -2.74011, 0.26510)  0.480
O (3.67937, -2.49266, -0.11050)  -0.949
H (1.59886, 0.73750, 4.04639)  0.468
H (1.21272, -0.54406, 4.25744)  0.487
O (1.92332, -0.12647, 3.73183)  -0.950
H (0.83233, 3.83889, 3.14181)  0.492
H (1.46932, 2.87957, 1.92721)  0.497
O (0.73230, 3.26279, 2.38993)  -0.987
H (-1.27653, -0.49022, 2.95704)  0.514
H (-0.94950, -1.93825, 2.34278)  0.485
O (-0.59283, -1.13028, 2.70781)  -1.012
H (1.26041, -2.41204, 2.00491)  0.487
H (0.61006, -1.39648, 1.15989)  0.504
O (0.95225, -2.31722, 1.08958)  -0.969
H (2.19769, 2.35150, -2.71900)  0.482
H (2.06592, 3.88831, -2.66932)  0.465
O (1.70921, 3.11069, -3.09830)  -0.957
H (-1.28658, 1.95080, 3.29794)  0.480
H (-1.16089, 1.19525, 2.00390)  0.513
O (-1.73975, 1.24064, 2.83796)  -0.986
H (2.67294, 0.99456, -1.46639)  0.471
H (3.43917, 1.72460, -0.36502)  0.495
O (3.01735, 1.86765, -1.24250)  -0.956


ORCA calculation (ωB97M-V with the def2-TZVPD basis set) on a 10-piece molecular cluster, C38H60O30 overall at a distorted geometry.

Calculated values
LUMO energy (eV): 0.01
SMILES: C[C@H]1COC(=O)O1.C[C@H]1COC(=O)O1.C[C@H]1COC(=O)O1.C[C@H]1COC(=O)O1.C[C@H]1COC(=O)O1.C[C@H]1COC(=O)O1.C[C@H]1COC(=O)O1.C[C@H]1COC(=O)O1.COC(=O)OC.COC(=O)OC
ΔE to the lowest compared entry with this formula, charge and spin (kJ/mol): 296.8
Orbital gap (eV): 10.3
HOMO level (eV): -10.29

Last column: Mulliken charge in e.
Element x y z (Å)
C (0.88652, -4.27654, -0.64087)  -2.023
C (1.98027, -3.38710, -1.18769)  2.269
C (2.85591, -4.11555, -2.32321)  -0.355
O (3.03488, -2.99268, -3.18852)  -0.441
C (2.26279, -1.94301, -2.87283)  0.073
O (2.18428, -0.94836, -3.53385)  -0.488
O (1.47146, -2.22149, -1.80382)  0.194
H (1.23047, -5.19670, -0.29851)  0.540
H (0.10663, -4.35853, -1.43572)  0.429
H (0.42760, -3.75264, 0.12234)  0.136
H (2.66501, -3.17672, -0.38049)  -1.275
H (2.32111, -4.87536, -2.88882)  0.331
H (3.78700, -4.52264, -1.90270)  0.338
C (1.05911, -4.13605, 3.38222)  -1.122
C (-0.28846, -3.38272, 3.49965)  2.383
C (-1.41064, -3.99476, 2.79190)  -0.097
O (-2.11929, -4.56385, 3.82403)  -0.373
C (-1.71393, -4.14456, 4.95745)  0.510
O (-2.17658, -4.56264, 6.04750)  -0.656
O (-0.70827, -3.29387, 4.81388)  -0.418
H (1.51324, -3.99702, 2.40866)  -0.123
H (0.85628, -5.19290, 3.46046)  0.560
H (1.82689, -3.95989, 4.21002)  0.233
H (-0.17153, -2.34840, 3.13949)  -1.424
H (-1.18143, -4.64288, 1.95423)  0.287
H (-2.05387, -3.27086, 2.39719)  0.099
C (0.85059, 4.78314, 4.13682)  -1.574
C (-0.10252, 4.27190, 2.99007)  0.868
C (-1.38066, 5.07850, 2.69268)  -0.428
O (-1.14063, 5.75985, 1.52025)  -0.280
C (0.03180, 5.47788, 1.04308)  0.644
O (0.43756, 5.80677, -0.08613)  -0.643
O (0.62512, 4.54854, 1.77888)  -0.287
H (1.24242, 5.73720, 4.01890)  0.425
H (1.73371, 4.06006, 4.20262)  0.274
H (0.39585, 4.73495, 5.13839)  0.389
H (-0.30218, 3.25188, 3.01849)  -0.046
H (-1.46951, 5.81976, 3.51035)  0.348
H (-2.18327, 4.40352, 2.71237)  0.395
C (-3.12316, 4.89237, -1.36091)  -1.516
C (-3.52303, 3.37857, -1.15551)  0.651
C (-2.87239, 2.64955, -0.07251)  3.079
O (-3.73037, 2.49208, 1.01991)  -0.378
C (-4.90605, 3.01339, 0.67514)  0.572
O (-5.89974, 3.04884, 1.36605)  -0.622
O (-4.85956, 3.38669, -0.61894)  -0.456
H (-2.04309, 5.00251, -1.28847)  0.151
H (-3.50014, 5.44385, -0.51448)  0.466
H (-3.50068, 5.22618, -2.34030)  0.346
H (-3.42311, 2.96815, -2.14975)  0.147
H (-1.89551, 3.11417, 0.29597)  -0.787
H (-2.49482, 1.71051, -0.48354)  -1.656
C (-2.82007, -2.10609, -2.11729)  -1.343
C (-2.70669, -0.80634, -2.94906)  2.025
C (-1.32323, -0.41521, -3.43222)  2.372
O (-1.55700, -0.58240, -4.82157)  -0.471
C (-2.83438, -0.77637, -5.20545)  0.512
O (-3.28086, -0.73590, -6.37874)  -0.650
O (-3.52455, -1.02265, -4.09216)  -0.435
H (-2.33791, -2.03725, -1.06892)  -0.203
H (-2.41444, -2.94480, -2.63985)  0.532
H (-3.81449, -2.43378, -1.90029)  0.267
H (-3.19138, 0.16597, -2.46107)  -0.587
H (-0.59756, -1.14052, -3.08981)  -0.877
H (-0.99214, 0.60477, -3.39735)  -1.340
C (1.64865, 2.86323, -2.56599)  -0.915
C (0.68052, 3.70336, -3.33672)  0.637
C (0.89259, 3.83937, -4.84112)  -0.459
O (-0.37548, 3.49828, -5.34614)  -0.398
C (-1.15925, 2.99114, -4.41979)  0.431
O (-2.27316, 2.45767, -4.72551)  -0.636
O (-0.61056, 3.07960, -3.23138)  0.070
H (1.73338, 1.97839, -3.13546)  0.382
H (1.30110, 2.60132, -1.61303)  -0.621
H (2.56565, 3.39447, -2.61411)  0.643
H (0.60720, 4.79805, -2.90602)  0.231
H (1.60973, 3.20436, -5.32798)  0.300
H (1.04033, 4.87157, -5.13177)  0.326
C (4.58112, -1.69409, 3.05618)  -1.153
C (4.02946, -2.70970, 2.05040)  2.392
C (5.15934, -3.08527, 1.05416)  -0.038
O (5.75869, -4.25664, 1.61916)  -0.328
C (5.06675, -4.66038, 2.54074)  0.480
O (5.49324, -5.58018, 3.22800)  -0.676
O (4.01671, -3.89032, 2.76713)  -0.342
H (3.97217, -1.70259, 3.97336)  0.304
H (4.39679, -0.70953, 2.57879)  0.097
H (5.65288, -1.76795, 3.24988)  0.361
H (3.08478, -2.43731, 1.51952)  -1.426
H (5.80131, -2.21951, 0.99918)  0.477
H (4.67704, -3.38362, 0.07602)  -0.283
C (-6.03941, -1.01998, -1.47057)  -1.687
C (-5.59453, -0.14544, -0.40186)  0.943
C (-6.17958, -0.38604, 0.98717)  -0.795
O (-5.10120, -0.92895, 1.76975)  -0.390
C (-3.95484, -0.84392, 1.00515)  0.071
O (-2.78551, -0.97426, 1.44751)  -0.395
O (-4.25472, -0.30078, -0.20969)  0.216
H (-6.24843, -2.01056, -1.32641)  0.459
H (-5.19676, -0.88855, -2.20524)  0.394
H (-6.98992, -0.66194, -1.95907)  0.374
H (-5.81938, 0.89881, -0.70675)  0.107
H (-7.12347, -0.83684, 1.02283)  0.514
H (-6.43781, 0.57544, 1.40240)  0.278
C (1.47139, 0.19322, 3.96836)  -0.490
O (0.76335, 0.93221, 3.01768)  -0.112
C (0.54194, 0.32760, 1.82774)  -0.237
O (0.91299, -1.05578, 1.52096)  0.518
O (0.11826, 1.09741, 0.82166)  0.429
C (-0.16856, 0.42344, -0.38480)  -0.253
H (1.18418, -0.88117, 4.09823)  -0.026
H (1.48334, 0.63641, 5.02539)  0.286
H (2.48260, 0.40933, 3.73741)  0.324
H (-0.52326, 1.06582, -1.18808)  -1.309
H (-0.85981, -0.30910, -0.10911)  0.478
H (0.72633, -0.09390, -0.67344)  0.837
C (3.59154, 1.54454, 0.55536)  -0.547
O (3.65440, 0.17437, 0.09501)  0.199
C (4.23698, -0.05933, -1.04281)  0.408
O (4.12962, 0.88885, -2.11638)  -0.651
O (4.90401, -1.14807, -0.99618)  0.110
C (5.60296, -1.50010, -2.23037)  -0.846
H (4.58951, 1.96304, 0.43757)  0.589
H (3.24029, 1.62939, 1.58361)  0.073
H (2.94271, 2.26052, -0.02791)  -0.121
H (6.02844, -0.64150, -2.73928)  0.344
H (4.81377, -1.70741, -2.90170)  0.286
H (6.29021, -2.38304, -2.19930)  0.294